[1]
{
  "formula": "C14H23F6NO6PS",
  "method": "the ωB97M-V functional and the def2-TZVPD basis",
  "elements": ["C", "C", "O", "C", "C", "C", "S", "O", "O", "C", "F", "F", "C", "F", "F", "F", "C", "N", "P", "C", "C", "C", "H", "H", "H", "H", "H", "H", "H", "H", "H", "H", "H", "H", "H", "H", "H", "H", "H", "H", "H", "H", "C", "C", "O", "C", "O", "O", "F", "H", "H", "H"],
  "xyz": [[1.492, -2.868, 3.567], [1.037, -3.448, 2.250], [-0.122, -2.840, 1.688], [-0.057, -1.481, 1.473], [1.063, -1.015, 0.528], [0.976, 0.520, 0.489], [2.353, 1.290, -0.343], [2.044, 2.651, -0.650], [2.772, 0.415, -1.393], [3.625, 1.328, 0.999], [3.042, 1.996, 2.033], [3.891, 0.061, 1.410], [4.944, 2.074, 0.559], [4.955, 2.291, -0.764], [5.994, 1.299, 0.899], [5.021, 3.241, 1.210], [-0.339, 0.915, -0.159], [-1.407, 0.411, 0.760], [-3.052, 1.107, 0.335], [-4.127, 0.529, 1.694], [-2.925, 2.879, 0.761], [-1.374, -1.084, 0.805], [2.429, -3.351, 3.824], [1.699, -1.804, 3.537], [0.804, -3.090, 4.371], [0.759, -4.480, 2.409], [1.855, -3.465, 1.536], [0.029, -0.899, 2.400], [2.045, -1.358, 0.817], [0.830, -1.362, -0.470], [0.982, 0.863, 1.524], [-0.470, 0.379, -1.092], [-0.454, 1.972, -0.352], [-1.145, 0.734, 1.695], [-3.939, 1.111, 2.592], [-3.965, -0.513, 1.936], [-5.154, 0.662, 1.386], [-3.856, 3.335, 0.456], [-2.102, 3.361, 0.252], [-2.822, 3.004, 1.836], [-1.341, -1.428, -0.221], [-2.245, -1.508, 1.278], [-1.461, -0.532, -5.732], [-0.768, 0.499, -4.869], [-1.481, 0.387, -3.639], [-1.978, -0.880, -3.565], [-2.413, -1.366, -2.574], [-1.891, -1.494, -4.754], [-0.903, 1.753, -5.347], [-2.332, -0.110, -6.233], [-0.807, -0.995, -6.465], [0.290, 0.301, -4.687]],
  "lowdin_charge": [-0.057, -0.226, -0.069, -0.351, -0.081, -0.319, 0.762, -0.236, -0.235, -0.414, 0.104, 0.118, -0.523, 0.169, 0.175, 0.186, -0.132, -0.235, 0.989, -0.253, -0.257, -0.072, 0.089, 0.066, 0.085, 0.128, 0.117, 0.149, 0.115, 0.138, 0.137, 0.128, 0.118, 0.155, 0.046, 0.033, 0.054, 0.056, 0.036, 0.046, 0.125, 0.125, -0.030, -0.305, 0.106, -0.562, 0.154, 0.090, 0.089, 0.150, 0.145, 0.176],
  "homo_energy_ha": -0.47561,
  "lumo_ev": -2.671,
  "molar_mass_g_mol": 478.368,
  "orbital_gap_ev": 10.2711,
  "total_charge": 1,
  "de_lowest_ev": 0.361
}


[2]
{
  "formula": "C14H23F9N5O10S4",
  "method": "the ωB97M-V functional and the def2-TZVPD basis",
  "elements": ["N", "H", "H", "H", "H", "C", "F", "F", "F", "S", "O", "O", "N", "S", "O", "O", "C", "F", "F", "F", "N", "S", "O", "O", "F", "S", "O", "O", "F", "C", "C", "O", "N", "C", "H", "H", "H", "H", "H", "H", "H", "C", "C", "O", "N", "C", "H", "H", "H", "H", "H", "H", "H", "F", "C", "C", "C", "C", "C", "C", "H", "H", "H", "H", "H"],
  "xyz": [[0.369, -0.640, -0.994], [-0.561, -0.268, -0.865], [0.787, -0.413, -1.884], [0.294, -1.619, -0.756], [1.036, -0.297, -0.317], [0.493, 1.941, -5.000], [0.029, 2.105, -6.244], [1.504, 2.745, -4.899], [-0.462, 2.177, -4.069], [1.066, 0.134, -4.662], [-0.236, -0.547, -4.651], [1.951, -0.131, -5.713], [1.798, 0.245, -2.994], [3.302, -0.022, -3.281], [3.613, -1.408, -3.696], [3.989, 1.022, -4.013], [4.090, 0.174, -1.448], [4.183, 1.494, -1.070], [3.335, -0.562, -0.631], [5.382, -0.309, -1.443], [0.035, -2.998, -0.177], [-0.662, -4.362, -0.965], [-2.113, -4.403, -1.311], [0.157, -5.591, -0.912], [-0.175, -3.712, -2.389], [-0.298, -3.401, 1.181], [0.578, -4.420, 1.837], [-1.717, -3.618, 1.401], [0.034, -2.048, 1.900], [-3.632, 0.243, -2.798], [-3.138, 0.916, -1.551], [-2.164, 0.489, -0.968], [-3.757, 2.025, -1.154], [-4.747, 2.853, -1.842], [-2.998, 0.429, -3.665], [-4.672, 0.497, -3.003], [-3.593, -0.834, -2.631], [-3.410, 2.502, -0.335], [-4.628, 3.830, -1.373], [-5.763, 2.586, -1.553], [-4.480, 2.999, -2.889], [2.319, 0.074, 3.220], [2.505, 0.964, 2.036], [1.765, 0.790, 1.102], [3.501, 1.876, 1.948], [4.349, 2.378, 3.037], [2.047, 0.560, 4.157], [3.254, -0.427, 3.469], [1.613, -0.701, 2.920], [3.462, 2.389, 1.079], [4.516, 1.663, 3.843], [3.973, 3.331, 3.408], [5.344, 2.479, 2.604], [-2.269, -0.750, 6.803], [-2.045, -0.521, 5.459], [-2.794, -1.343, 4.597], [-2.747, -1.261, 3.182], [-1.828, -0.312, 2.685], [-1.168, 0.605, 3.489], [-1.219, 0.429, 4.925], [-3.574, -1.965, 5.011], [-3.175, -2.037, 2.565], [-1.610, -0.326, 1.628], [-0.505, 1.354, 3.084], [-0.534, 0.952, 5.576]],
  "mulliken_spin": [0.012, 0.001, 0.000, -0.003, 0.001, 0.011, 0.003, 0.000, 0.003, -0.012, 0.005, -0.007, 0.518, -0.097, 0.320, 0.257, -0.010, -0.001, -0.001, -0.001, 0.000, 0.000, 0.000, 0.000, 0.000, 0.000, 0.000, 0.000, 0.000, 0.000, 0.000, 0.001, 0.000, 0.000, 0.000, 0.000, 0.000, 0.000, 0.000, 0.000, 0.000, 0.000, 0.000, 0.001, 0.000, 0.000, 0.000, 0.000, 0.000, 0.000, 0.000, 0.000, 0.000, 0.000, 0.000, 0.000, 0.000, 0.000, 0.000, 0.000, 0.000, 0.000, 0.000, 0.000, 0.000],
  "s2": 0.765,
  "homo_energy_ha": [-0.32895, -0.32895],
  "lumo_ev": [-1.442, -6.339],
  "molar_mass_g_mol": 720.613,
  "orbital_gap_ev": [7.5090, 2.6120],
  "multiplicity": 2
}


[3]
{
  "formula": "C14H23N6O4",
  "method": "the ωB97M-V functional and the def2-TZVPD basis",
  "elements": ["C", "N", "C", "O", "C", "C", "C", "C", "N", "O", "N", "C", "O", "C", "C", "C", "C", "N", "C", "N", "N", "C", "C", "O", "H", "H", "H", "H", "H", "H", "H", "H", "H", "H", "H", "H", "H", "H", "H", "H", "H", "H", "H", "H", "H", "H", "H"],
  "xyz": [[-0.693, 4.434, 3.415], [-1.679, 3.535, 3.031], [-1.580, 2.300, 2.567], [-2.555, 1.640, 2.238], [-0.190, 1.645, 2.290], [0.539, 0.930, 3.530], [2.117, 0.878, 3.390], [2.647, 0.010, 2.328], [3.091, -1.132, 2.715], [2.676, 0.391, 1.168], [-0.292, 0.649, 1.210], [-0.531, 0.902, -0.103], [-0.522, 2.097, -0.463], [-0.814, -0.248, -1.070], [0.018, -0.385, -2.299], [1.112, 0.602, -2.319], [1.067, 1.689, -3.088], [2.203, 2.473, -2.693], [2.791, 1.868, -1.610], [2.098, 0.750, -1.332], [-1.076, -1.612, -0.511], [-0.193, -2.282, 0.289], [-0.596, -3.606, 0.619], [0.952, -1.897, 0.521], [-0.939, 4.921, 4.403], [0.333, 4.169, 3.502], [-0.689, 5.224, 2.682], [-2.559, 3.946, 2.842], [0.459, 2.389, 1.820], [0.232, -0.165, 3.639], [0.429, 1.344, 4.522], [2.300, 1.950, 3.312], [2.673, 0.647, 4.344], [2.770, -1.401, 3.602], [3.570, -1.726, 2.010], [-0.066, -0.332, 1.370], [-1.802, 0.008, -1.477], [-0.626, -0.281, -3.161], [0.427, -1.441, -2.260], [0.479, 1.760, -3.980], [2.313, 3.469, -2.871], [3.596, 2.433, -0.998], [2.243, 0.138, -0.497], [-1.848, -2.207, -0.761], [-1.441, -3.491, 1.354], [-0.820, -4.115, -0.335], [0.270, -4.157, 1.017]],
  "lowdin_charge": [-0.093, 0.034, -0.445, 0.063, -0.157, -0.070, -0.110, -0.602, 0.221, 0.004, 0.113, -0.396, 0.052, -0.169, -0.069, -0.240, 0.022, 0.114, -0.024, 0.171, 0.113, -0.585, -0.002, 0.038, 0.113, 0.073, 0.088, 0.150, 0.138, 0.136, 0.107, 0.118, 0.139, 0.109, 0.166, 0.103, 0.169, 0.131, 0.156, 0.140, 0.168, 0.194, 0.128, 0.146, 0.129, 0.111, 0.105],
  "homo_energy_ha": -0.43389,
  "lumo_ev": -2.282,
  "molar_mass_g_mol": 339.376,
  "orbital_gap_ev": 9.5252,
  "total_charge": 1,
  "de_lowest_ev": 0.026
}


- Which formula does entry 3 have?
  C14H23N6O4


- Number 1 is which compound?
  C14H23F6NO6PS